A cluster of 2 separate species, C3H9NS in total. Source: the OMol25 dataset; level of theory: wB97M-V/def2-TZVPD.

XYZ file:
```
14
Properties=species:S:1:pos:R:3:forces:R:3
C 2.32160 -0.41605 0.70255 0.206 -0.178 0.029
N 2.16039 -0.56410 -0.54094 -0.663 0.422 0.051
H 1.81842 -1.09664 1.39063 0.253 -0.174 -0.053
H 2.95955 0.34789 1.15209 -0.205 0.207 0.034
H 2.53310 0.24122 -1.04598 0.510 -0.311 -0.079
C -1.56037 -0.34310 -1.47776 -0.303 -0.275 0.485
S -2.13542 0.94489 -0.34863 0.038 0.026 -0.063
C -1.05862 0.68742 1.07237 -0.275 0.729 0.139
H -0.66214 -0.03433 -1.99683 0.036 -0.064 -0.208
H -1.38033 -1.27672 -0.94168 0.128 0.120 0.068
H -2.39540 -0.55009 -2.14230 0.145 0.170 -0.314
H -1.17112 1.58174 1.68746 0.070 0.083 -0.067
H -0.01150 0.59893 0.80319 -0.066 -0.161 -0.085
H -1.41814 -0.12107 1.68583 0.126 -0.595 0.063
```
Forces are in eV/Å.

Output
Total energy in a.u.: -572.5957
Multiplicity: 1
SMILES: C=N.CSC
E_LUMO in hartree: 0.0366
ΔE to the lowest compared entry with this formula, charge and spin in kJ/mol: 116.5
Frontier orbital gap in eV: 9.35

Results of the natural (NBO) charge analysis, in e, for atoms 1 through 5: -0.048 -0.593 0.162 0.149 0.333

=====

The molecule C10H13BrFNO. Source: the OMol25 dataset; level of theory: wB97M-V/def2-TZVPD.

XYZ file:
```
27
Properties=species:S:1:pos:R:3:forces:R:3
F 1.80577 1.57848 1.73500 -0.977 -0.900 -0.395
C 1.33573 0.45877 1.01773 0.233 1.328 -0.044
C 2.14533 -0.59594 1.16418 -1.604 -1.119 -0.080
C 2.08443 -1.95535 0.59054 1.838 0.949 0.462
C 1.03060 -2.61507 0.10999 2.030 -0.763 -1.117
C -0.33362 -2.32333 0.03683 -2.585 2.184 4.080
C -1.16765 -1.77195 0.96353 2.285 1.049 0.520
Br -3.06994 -1.63637 0.76805 0.957 -0.063 0.059
N 0.21513 0.76014 0.22790 1.611 -2.020 1.529
C -0.56270 1.82692 0.70544 -0.324 2.629 -0.375
C -1.75336 2.14554 -0.22518 1.362 -2.686 -0.133
O -1.40104 2.17137 -1.59912 -0.125 2.094 0.784
C -0.80929 1.04081 -1.98704 0.932 -3.548 -2.296
C 0.40413 0.54622 -1.17302 0.739 -1.011 -1.098
H 2.83094 -0.49512 1.96838 0.994 0.435 0.135
H 3.16477 -2.33636 0.55822 -1.935 -0.101 -0.253
H 1.17769 -3.47865 -0.54327 0.741 -0.164 0.556
H -0.78148 -2.72664 -0.75854 -1.888 -1.615 -3.108
H -0.68475 -1.23209 1.86850 -1.390 -1.169 -1.411
H 0.04010 2.76404 0.56458 -0.284 -0.398 0.998
H -0.85014 1.62482 1.77643 0.099 0.589 -1.143
H -2.54351 1.44043 -0.04640 -0.743 -0.358 -0.115
H -2.00413 3.11413 -0.09741 -1.385 2.955 1.162
H -0.67723 1.05961 -3.18112 0.093 -0.151 2.864
H -1.42844 0.19227 -1.70771 -1.242 -0.354 -0.699
H 0.51768 -0.61313 -1.29262 -0.056 2.186 -0.386
H 1.31497 1.05646 -1.44388 0.625 0.022 -0.497
```
Forces are in eV/Å.

Output
Total energy in a.u.: -3192.5653
Multiplicity: 1
SMILES: F/C(=C/C=C\C=C\Br)N1CCOCC1
E_LUMO in hartree: 0.0077
ΔE to the lowest compared entry with this formula, charge and spin in kJ/mol: 279.1
Frontier orbital gap in eV: 8.46

Results of the natural (NBO) charge analysis, in e, for atoms 1 through 5: -0.363 0.605 -0.381 -0.173 -0.248

=====

The molecule C13H14N2O. Source: the OMol25 dataset; level of theory: wB97M-V/def2-TZVPD.

XYZ file:
```
30
Properties=species:S:1:pos:R:3:forces:R:3
O -1.72064 4.22788 -0.46354 -0.391 -0.459 -0.001
C -1.42525 3.05665 -0.34950 1.599 1.609 0.004
C -0.38232 2.46594 -1.33892 -0.358 -0.910 -0.282
C -0.78927 1.01132 -1.70964 -0.343 1.343 -0.360
C -0.99994 0.19987 -0.45405 0.639 -1.080 1.158
C -2.14065 0.82412 0.39183 -0.576 -0.852 -0.349
C -1.90888 2.24778 0.85858 -0.718 0.070 -1.401
N -1.33548 -1.14425 -0.91700 0.392 -1.365 -0.148
C -0.49032 -2.12853 -0.84073 -1.387 1.251 0.175
C 0.76968 -2.04061 -0.08996 0.124 -2.458 -1.319
C 1.63264 -3.17388 0.00423 -0.187 0.230 0.294
C 2.75353 -3.12549 0.82401 0.184 1.233 -0.020
C 3.03827 -1.88841 1.48793 -0.139 -1.533 -0.728
C 2.19349 -0.81445 1.32200 1.078 0.978 1.351
C 1.04783 -0.87081 0.55834 -0.170 -0.118 -0.262
N 0.19418 0.19266 0.44177 -0.364 0.277 -0.901
H 0.63227 2.42839 -0.90078 -0.561 0.057 0.317
H -0.24875 3.07901 -2.25208 -0.571 -0.065 0.655
H -1.73400 0.99694 -2.28301 0.181 0.137 0.392
H -0.08871 0.57421 -2.40214 0.608 -0.341 0.083
H -2.38362 0.16987 1.22832 0.153 -0.148 0.045
H -3.04415 0.86044 -0.21854 0.033 -0.274 -0.214
H -2.87504 2.68493 1.18427 0.691 -0.130 -0.066
H -1.20867 2.32226 1.67101 0.495 0.197 0.337
H -0.80850 -3.10182 -1.30748 0.410 0.970 0.541
H 1.38056 -4.10283 -0.53853 0.082 0.663 0.290
H 3.48472 -3.93134 0.90645 -0.471 0.071 -0.057
H 3.95691 -1.85739 2.07980 -0.446 0.350 -0.085
H 2.41239 0.13337 1.82706 0.037 -0.308 -0.140
H 0.08773 0.70418 1.28027 -0.026 0.603 0.691
```
Forces are in eV/Å.

Output
Total energy in a.u.: -688.5188
Multiplicity: 1
SMILES: O=C1CCC2(CC1)N=Cc1ccccc1N2
E_LUMO in hartree: 0.0173
ΔE to the lowest compared entry with this formula, charge and spin in kJ/mol: 0.0
Frontier orbital gap in eV: 8.63

Results of the natural (NBO) charge analysis, in e, for atoms 1 through 5: -0.529 0.597 -0.513 -0.415 0.257

=====

A cluster of 3 separate species, C4H16NO2 in total. Source: the OMol25 dataset; level of theory: wB97M-V/def2-TZVPD.

XYZ file:
```
23
Properties=species:S:1:pos:R:3:forces:R:3
C -0.90870 0.22804 0.34169 0.696 2.555 0.673
C -1.38166 -0.74024 -0.74926 0.365 0.875 -0.728
C -0.38666 -1.96280 -0.90520 -3.754 -0.552 2.316
C -0.19682 -2.17663 -2.34362 3.056 -1.121 -2.259
N 0.55647 0.77413 -0.03018 0.089 -0.907 -2.112
H -0.79497 -0.10559 1.41085 0.149 -0.669 -1.308
H -1.51504 1.15337 0.58331 0.398 -0.888 -1.170
H -1.47500 -0.23136 -1.80907 0.267 -0.519 2.224
H -2.41091 -1.09407 -0.53657 0.606 0.253 0.115
H -1.10480 -2.78059 -0.54478 1.360 0.486 -0.393
H 0.39499 -2.01259 -0.12834 0.227 0.475 -0.993
H 0.04457 -1.27561 -2.92720 -0.095 0.200 0.446
H 0.76181 -2.81298 -2.57080 -2.145 0.483 0.277
H -1.12544 -2.54571 -2.80404 0.569 -0.314 0.083
H 0.79980 1.76144 0.22652 -0.959 -0.436 0.091
H 1.21742 0.17877 0.59454 -0.406 0.434 -0.599
H 0.83633 0.66062 -1.10443 -1.018 0.154 2.788
H 0.18742 4.47944 0.90312 -0.813 -3.424 1.391
H 0.50112 3.15586 1.94106 -0.969 0.976 -1.296
O -0.13798 3.50721 1.21376 1.884 2.232 -0.085
H 1.78271 0.29342 2.53186 0.090 -0.006 -0.527
H 1.53565 -1.18402 2.24134 -0.327 -1.065 0.408
O 1.85199 -0.40090 1.80402 0.731 0.780 0.659
```
Forces are in eV/Å.

Output
Total energy in a.u.: -367.0545
Multiplicity: 2
E_LUMO (spin up / spin down) in hartree: 0.0265 / 0.0181
ΔE to the lowest compared entry with this formula, charge and spin in kJ/mol: 149.1
Frontier orbital gap (spin up / spin down) in eV: 3.91 / 11.62

Results of the natural (NBO) charge analysis, in e, for atoms 1 through 5: -0.277 -0.424 -0.445 -0.619 -0.855

=====

A structure of composition C24H24ClN8O4SV. Source: the OMol25 dataset; level of theory: wB97M-V/def2-TZVPD.

XYZ file:
```
63
Properties=species:S:1:pos:R:3:forces:R:3
V 0.29199 0.47808 0.12603 0.027 -0.389 -0.174
O -2.05508 -3.97496 2.87871 0.115 0.075 0.029
C -1.50741 -3.11379 3.71869 -0.266 -0.010 0.006
O -1.45106 -3.28693 4.89426 0.074 -0.044 -0.021
C -0.94991 -1.81343 3.15560 0.069 0.037 0.063
C -0.49352 -0.73713 3.97947 0.028 -0.008 -0.012
Cl -0.61870 -0.66279 5.63242 -0.001 0.026 -0.024
N 0.02970 0.23210 3.19591 0.038 0.084 -0.074
N -0.10615 -0.13773 1.89072 0.098 -0.217 0.244
C -0.69375 -1.37830 1.89083 -0.019 0.025 -0.065
C -0.93686 -1.92958 0.53667 -0.041 0.026 -0.168
O -1.47267 -2.94792 0.25916 0.036 0.010 0.057
O -0.49518 -1.04154 -0.43860 0.007 0.245 0.281
C 0.69711 1.48567 3.48737 -0.057 -0.039 0.024
C 1.02883 1.87676 4.77715 0.033 0.047 -0.029
C 1.65934 3.10006 4.97926 -0.007 -0.025 0.037
C 1.96258 3.93771 3.92223 0.001 0.013 -0.046
C 1.64766 3.53983 2.62889 0.035 -0.023 0.054
C 1.02719 2.32250 2.42250 0.056 -0.066 -0.030
H -1.99333 -3.73796 1.94029 -0.007 -0.026 -0.040
H 0.82176 1.26794 5.63624 -0.013 -0.039 -0.004
H 1.90934 3.38954 5.99093 0.002 0.004 -0.003
H 2.44368 4.88986 4.09820 -0.003 0.003 -0.005
H 1.87465 4.18041 1.78791 0.002 0.004 -0.006
H 0.80560 2.07828 1.38196 -0.150 0.179 0.032
N -2.87066 0.64966 -0.69755 -0.063 0.039 -0.095
C -2.16997 1.76175 -0.87581 0.036 -0.084 0.013
N -0.82386 1.85927 -0.60325 -0.054 0.064 -0.231
C -0.35748 3.17003 -0.94385 0.009 -0.086 0.090
C 0.94457 3.63949 -0.84417 -0.047 0.066 -0.042
C 1.20763 4.95428 -1.20140 -0.009 -0.023 0.005
C 0.18838 5.79138 -1.64825 0.025 0.023 -0.004
C -1.11478 5.33056 -1.75064 0.009 -0.056 0.014
C -1.36331 4.01375 -1.39686 0.081 0.091 0.007
S -2.89530 3.18171 -1.46856 -0.111 0.016 0.055
H -2.41809 -0.25015 -0.75634 0.042 -0.039 0.039
H -3.85712 0.65317 -0.92557 0.000 0.010 0.001
H 1.75720 3.01335 -0.50178 0.012 -0.024 0.009
H 2.21862 5.33365 -1.13621 -0.001 0.002 -0.002
H 0.41519 6.81193 -1.92459 -0.001 -0.003 -0.002
H -1.90656 5.97834 -2.10268 -0.007 -0.005 0.002
C 2.10201 0.35290 -1.97451 0.122 -0.008 0.061
N 2.08218 0.02588 -0.41660 0.001 0.200 -0.017
C 3.32618 0.78799 0.22959 -0.098 -0.083 -0.007
N 4.50819 0.43688 -0.44531 0.008 0.015 0.040
C 4.43483 0.79904 -1.86566 0.034 -0.015 -0.021
N 3.36969 0.02997 -2.51652 -0.053 -0.011 -0.015
C 3.63896 -1.40662 -2.37428 0.016 0.004 -0.015
N 3.70690 -1.74949 -0.94954 -0.026 -0.066 0.012
C 2.47491 -1.52382 -0.31829 -0.124 0.120 0.028
C 4.78555 -0.99737 -0.30573 0.023 0.019 -0.015
H 1.88917 1.41820 -2.08442 0.009 -0.010 -0.032
H 1.31966 -0.25972 -2.42876 -0.008 0.013 -0.004
H 3.34121 0.47788 1.27447 0.031 0.019 0.002
H 3.12826 1.85340 0.14878 0.022 0.022 0.005
H 5.38456 0.56872 -2.34359 -0.003 0.013 -0.004
H 4.24006 1.86742 -1.96915 0.002 -0.004 0.004
H 4.58800 -1.64272 -2.85053 -0.002 -0.007 0.005
H 2.84903 -1.98158 -2.85804 0.014 -0.004 -0.006
H 2.51211 -1.74385 0.74934 0.018 -0.047 -0.009
H 1.66397 -2.05443 -0.81543 0.027 -0.049 0.004
H 5.73224 -1.23244 -0.78694 -0.001 -0.002 0.004
H 4.84980 -1.26290 0.74961 0.010 0.001 -0.006
```
Forces are in eV/Å.

Output
Total energy in a.u.: -3469.3735
Total charge: +3
Multiplicity: 2
E_LUMO (spin up / spin down) in hartree: -0.4588 / -0.4242
Frontier orbital gap (spin up / spin down) in eV: 5.32 / 6.31

Results of the natural (NBO) charge analysis, in e, for atoms 1 through 5: 1.767 -0.615 0.771 -0.476 -0.163

=====

A structure of composition C23H19FeIN8OS. Source: the OMol25 dataset; level of theory: wB97M-V/def2-TZVPD.

XYZ file:
```
54
Properties=species:S:1:pos:R:3:forces:R:3
Fe -0.12155 0.16187 -0.10363 -0.007 -0.359 0.475
S 5.37721 -0.05774 5.36283 -0.007 -0.012 -0.004
N 3.77968 -0.00763 5.51592 -0.144 -0.001 0.237
C 3.26832 0.01624 4.29928 0.517 0.010 -0.320
C 1.86738 0.07434 3.96711 -0.307 0.019 -0.151
C 0.84235 0.11355 4.91801 0.071 -0.009 -0.090
C -0.46560 0.16050 4.48776 0.024 -0.007 0.004
C -0.71904 0.16919 3.11852 -0.043 0.041 0.075
N 0.24252 0.14169 2.20704 -0.280 0.059 -0.641
C 1.52211 0.09716 2.60927 -0.158 -0.034 0.433
C 2.53769 0.07072 1.56925 0.415 0.009 -0.099
N 2.10975 0.10880 0.29530 -0.794 0.074 -0.462
C 3.00141 0.12528 -0.68791 0.118 0.002 -0.120
C 4.37463 0.09371 -0.45927 0.015 0.014 0.050
C 4.83103 0.03644 0.83845 -0.093 0.022 0.058
C 3.90083 0.02631 1.88418 -0.169 0.007 -0.329
C 4.26481 -0.00981 3.27829 -0.334 0.031 0.528
N 5.49217 -0.05212 3.76146 0.240 -0.007 -0.156
H 1.10026 0.10498 5.96891 -0.029 -0.007 0.013
H -1.28518 0.18656 5.19124 -0.014 0.012 -0.013
H -1.73556 0.19392 2.74321 -0.005 0.024 0.029
H 2.60336 0.17227 -1.69392 -0.005 -0.025 0.025
H 5.06095 0.12284 -1.29301 -0.014 -0.020 -0.014
H 5.88677 0.01215 1.07456 0.013 -0.010 -0.027
C 0.82194 -1.49935 -4.13600 0.050 0.084 0.006
C -0.14661 -1.12894 -3.05595 -0.109 -0.141 -0.099
O 0.13673 -0.27056 -2.20170 0.183 0.401 0.614
N -1.32486 -1.75480 -3.04888 -0.069 -0.025 -0.013
C -2.38310 -1.44824 -2.10110 0.101 0.063 0.261
C -2.24652 -2.22666 -0.81300 -0.126 -0.022 -0.048
C -3.08969 -3.28632 -0.52230 -0.022 0.001 0.038
C -2.88737 -4.01904 0.63836 0.091 0.001 -0.009
C -1.82918 -3.67848 1.46434 -0.032 -0.021 -0.004
C -1.06126 -2.57819 1.13117 -0.002 -0.093 -0.041
N -1.26734 -1.85262 0.02516 0.318 0.603 0.187
H 1.42672 -0.63117 -4.38673 -0.034 0.019 -0.004
H 0.31806 -1.86000 -5.02989 0.024 -0.043 0.001
H 1.49254 -2.27772 -3.76779 -0.034 -0.029 0.021
H -1.50846 -2.45505 -3.74959 0.057 0.034 -0.064
H -3.33591 -1.66799 -2.57611 -0.023 0.054 0.013
H -2.33278 -0.37933 -1.88004 -0.102 0.018 -0.139
H -3.90802 -3.53017 -1.18630 0.053 -0.009 -0.066
H -3.53623 -4.84824 0.88566 -0.002 -0.008 -0.013
H -1.60894 -4.24438 2.35800 -0.006 0.031 0.024
H -0.25032 -2.25290 1.76888 -0.024 -0.059 0.005
I -1.83303 6.16166 -0.00434 -0.023 -0.384 -0.006
C -2.03962 4.09654 0.02878 0.007 0.386 0.023
C -3.21365 3.37723 0.10970 0.199 0.108 -0.052
N -2.87483 2.07658 0.11245 -0.169 -0.050 -0.036
N -1.54622 1.90708 0.04017 0.878 -0.762 -0.153
C -1.02742 3.13279 -0.01179 -0.173 0.141 0.021
H -4.23620 3.71255 0.15031 -0.029 -0.075 0.048
H -3.49311 1.28707 0.18262 -0.007 -0.038 -0.008
H 0.03855 3.28614 -0.07385 0.011 -0.016 -0.006
```
Forces are in eV/Å.

Output
Total energy in a.u.: -3360.3760
Total charge: +2
Multiplicity: 5
E_LUMO (spin up / spin down) in hartree: -0.2130 / -0.2241
ΔE to the lowest compared entry with this formula, charge and spin in kJ/mol: 42.5
Frontier orbital gap (spin up / spin down) in eV: 7.98 / 7.68

Results of the natural (NBO) charge analysis, in e, for atoms 1 through 5: 1.614 1.027 -0.599 0.167 -0.110